Formula: C30H36BrCl2N3S2SbSiTl
Source: OMol25
Level of theory: the ωB97M-V functional and the def2-TZVPD basis

The calculation puts the energy relative to the best compared isomer or geometry (same formula, charge and spin) at 16.0 kcal per mole. The total charge is -2. The calculation puts the frontier orbital gap at 5.53 eV. For the largest force on an atom, the calculation gives 0.0209 Eh/bohr. The HOMO energy comes out at -1.2 eV.

Geometry as XYZ:
```
77
Properties=species:S:1:pos:R:3:forces:R:3
Tl 0.1100 0.5314 -0.2239 0.506 -0.181 0.180
C -3.6235 1.6912 1.3637 0.047 0.008 -0.033
C -3.2064 2.5337 0.1939 -0.255 0.162 0.027
C -4.0086 3.5810 -0.2301 -0.225 0.168 0.078
C -3.5705 4.3351 -1.3201 -0.106 -0.007 -0.016
C -2.4072 3.9953 -1.9490 -0.089 0.151 -0.105
C -1.6589 2.8673 -1.5067 0.376 -0.125 -0.149
N -2.0752 2.1959 -0.4004 -0.464 -0.094 0.037
N -0.5665 2.4054 -2.0910 0.169 0.297 -0.345
Si 0.0514 2.7513 -3.6281 0.290 -0.250 -0.645
C -1.2178 2.4302 -5.0444 0.356 0.033 0.504
C 0.6850 4.5289 -4.0360 -0.217 -0.453 0.355
C 1.5245 1.5733 -3.8468 -0.487 0.485 -0.113
H -4.1438 2.2862 2.1127 -0.053 -0.020 0.074
H -2.7430 1.2337 1.8031 0.103 -0.064 0.143
H -4.2842 0.8943 1.0244 -0.084 -0.128 0.022
H -4.9440 3.8022 0.2673 0.015 0.018 0.082
H -4.1585 5.1810 -1.6666 0.040 -0.016 -0.011
H -2.0364 4.5513 -2.7959 0.010 0.136 -0.105
H -2.1131 3.0266 -4.8908 -0.193 0.159 0.046
H -1.5250 1.3898 -5.0472 -0.059 -0.293 0.052
H -0.8247 2.6648 -6.0321 0.170 0.087 -0.113
H -0.1302 5.2446 -4.1152 -0.194 0.103 0.010
H 1.2237 4.5486 -4.9809 0.080 -0.138 -0.208
H 1.3623 4.8893 -3.2684 0.162 0.065 0.220
H 1.2519 0.5699 -3.5356 -0.106 -0.222 0.075
H 2.3575 1.8851 -3.2274 0.196 0.069 0.194
H 1.8679 1.5274 -4.8767 0.071 0.010 -0.260
Br -2.1732 -0.7035 -2.0456 0.128 -0.604 -0.456
C -1.1078 -2.1654 -2.7550 -0.668 0.485 -0.199
C -1.3693 -2.5707 -4.0354 -0.236 0.349 0.218
C -0.6629 -3.6555 -4.5713 0.126 -0.193 -0.067
C 0.2659 -4.3028 -3.8086 -0.090 -0.145 -0.277
C 0.5395 -3.8888 -2.4899 -0.167 0.239 0.189
C 1.4636 -4.5739 -1.6831 0.301 -0.193 0.161
C 1.7311 -4.1245 -0.4156 0.162 -0.375 -0.187
C 1.1045 -2.9734 0.0788 -0.497 0.526 -0.030
C 0.1436 -2.2460 -0.6185 0.288 -0.322 -0.060
C -0.1374 -2.7608 -1.9256 0.255 -0.064 0.336
H -2.1182 -2.0615 -4.6224 -0.076 0.051 -0.032
H -0.8817 -3.9774 -5.5820 0.058 -0.029 -0.042
H 0.8003 -5.1572 -4.2063 0.065 -0.073 -0.036
H 1.9591 -5.4500 -2.0918 0.030 0.008 0.047
H 2.4420 -4.6631 0.2066 0.021 0.025 -0.029
H 1.3965 -2.6382 1.0747 0.064 0.023 0.061
S 3.3465 1.4029 -0.4831 0.166 0.482 -0.944
C 3.4981 0.4159 0.8337 0.718 -0.434 0.221
N 2.6837 0.3210 1.8436 -0.485 0.086 0.047
C 3.1050 -0.5227 2.8132 0.603 -0.554 0.264
C 2.4344 -0.7805 4.0046 -0.034 0.087 -0.101
C 2.9962 -1.6386 4.9273 -0.078 -0.087 0.234
C 4.2181 -2.2495 4.6843 0.138 -0.213 0.147
C 4.9024 -2.0177 3.5005 -0.009 -0.027 0.075
C 4.3479 -1.1598 2.5733 -0.003 0.024 -0.127
S 4.9685 -0.6662 1.0283 -0.615 0.304 0.122
H 1.4831 -0.3080 4.1910 -0.157 0.111 0.005
H 2.4699 -1.8413 5.8524 -0.001 -0.013 0.025
H 4.6356 -2.9214 5.4209 0.055 -0.065 0.074
H 5.8542 -2.4929 3.3091 0.072 -0.065 -0.004
Cl -0.1545 3.0725 1.9501 -0.175 0.175 0.087
C 1.6088 3.1054 1.9974 0.100 -0.313 -0.303
Cl 2.1702 4.2604 3.2009 0.330 0.460 0.476
H 1.9876 3.4126 1.0220 -0.164 -0.123 0.213
H 1.9755 2.1030 2.2591 -0.219 0.443 -0.199
C -3.3835 -2.1653 2.8729 0.419 0.128 -0.210
Sb -1.3573 -1.4431 2.4087 -0.375 -0.071 0.870
C -0.5087 -3.0196 3.6579 -0.077 0.207 -0.340
C -1.3968 -0.0222 4.0905 0.122 -0.174 -0.349
H -3.4587 -2.5171 3.8977 0.094 -0.016 0.171
H -3.6170 -2.9780 2.1948 -0.091 -0.185 -0.128
H -4.0983 -1.3669 2.7146 -0.158 0.205 -0.062
H -0.9885 -3.0311 4.6337 -0.086 0.110 0.084
H 0.5560 -2.8568 3.7681 0.224 0.015 0.057
H -0.6633 -3.9775 3.1755 -0.018 -0.213 -0.152
H -0.9646 -0.4589 4.9854 0.029 -0.155 0.149
H -2.4180 0.2810 4.2923 -0.230 0.038 0.041
H -0.8246 0.8583 3.8184 0.084 0.169 -0.037
```
Forces are in eV/Å.



Formula: C30H36F4N2O7S2
Source: OMol25
Level of theory: the ωB97M-V functional and the def2-TZVPD basis

The calculation puts the frontier orbital gap at 7.41 eV. For the largest force on an atom, the calculation gives 0.1531 Eh/bohr. The HOMO energy comes out at -8.4 eV. Its SMILES is C=Cc1c(CC)cc(CCC(C)C)c2c1Sc1c(S(=O)(=O)C(F)(F)F)cc(CC(=O)O)c(N)c1N2[C@@H](F)CC.O=C1OCCO1.

Geometry as XYZ:
```
81
Properties=species:S:1:pos:R:3:forces:R:3
C 1.7116 -1.5788 6.4852 -1.573 1.401 -0.889
C 0.7014 -0.8090 5.8190 2.593 -1.189 0.905
C 1.0704 0.2621 4.6896 0.536 1.436 -1.835
C 1.2177 1.7874 4.9093 0.786 -1.502 -2.382
C 0.9379 2.3688 6.3916 -1.222 -0.059 -1.359
C -0.4178 3.2681 6.2470 -0.436 0.103 0.393
C 1.5921 2.6949 3.6927 -0.305 -3.672 0.077
C 1.8529 2.1160 2.2536 -0.671 -1.297 2.652
C 2.2540 3.1862 1.1359 -0.905 -0.048 0.272
C 1.5615 2.9454 -0.2943 0.931 0.079 -0.416
C 1.6307 4.3195 -1.1403 -0.100 0.140 0.030
C 2.2632 4.1486 -2.6136 -0.335 0.548 -0.057
C 0.1572 5.0094 -1.1841 0.876 -0.419 -0.177
C 1.7084 0.5886 2.0274 -0.775 2.343 3.467
C 1.2957 -0.2932 3.2660 0.482 2.647 -0.866
S 1.0943 -2.1122 2.8760 -0.871 1.524 -0.967
C 0.2740 -2.0219 1.2012 -0.229 1.013 -1.667
C -0.8658 -2.9861 0.7941 1.179 1.809 -2.583
S -1.4772 -4.3274 1.9160 -6.433 2.428 3.830
O -1.5713 -3.8611 3.3572 2.007 -1.317 -3.924
O -2.8906 -4.6964 1.5066 4.333 0.260 -0.613
C -0.4486 -5.8810 1.8565 1.853 -2.870 0.619
F 0.7475 -5.7151 2.6234 -2.859 -0.259 -2.447
F -1.1250 -6.9741 2.4706 1.544 3.121 -1.890
F -0.1689 -6.2088 0.5116 -0.398 0.713 3.328
C -1.5635 -2.8740 -0.5850 3.334 2.823 0.493
C -1.0714 -1.7372 -1.5359 1.247 -1.411 3.045
C -1.8484 -1.6134 -2.9371 -1.027 -0.288 2.403
C -3.1691 -0.7219 -2.6274 -1.923 2.450 -1.431
O -3.6092 0.1579 -3.4143 1.882 -3.041 2.706
O -3.8852 -0.9750 -1.4132 1.925 0.437 -1.894
C 0.1099 -0.7784 -1.1248 -1.064 -1.809 1.192
N 0.4714 0.2651 -2.1315 -1.104 -0.949 1.460
C 0.8411 -0.8858 0.2642 -3.928 -2.636 -1.540
N 1.9335 0.0141 0.6625 -0.943 -1.866 1.864
C 3.2867 -0.5863 0.5315 1.667 -0.190 -1.178
F 3.8649 -1.0601 1.7683 -1.069 0.669 -1.463
C 3.4287 -1.7616 -0.5367 1.078 -0.018 -0.758
C 3.2612 -1.2038 -2.0655 0.754 0.141 0.882
H 2.7485 -1.1561 6.7427 -1.436 -0.840 -1.361
H 1.5256 -2.6556 6.8531 -0.187 2.199 -0.016
H -0.3733 -1.0392 6.1101 1.348 0.053 -1.286
H 0.6569 1.5219 7.1241 0.945 1.203 -1.358
H 1.8259 2.9717 6.7833 -1.292 -0.887 -0.603
H -0.2579 4.3658 6.5123 -0.092 -1.458 -0.375
H -0.8543 3.2218 5.1844 0.797 0.023 1.624
H -1.2362 2.8731 6.9619 1.354 0.621 -1.135
H 1.6803 3.8150 3.9032 -0.081 -1.786 -0.568
H 1.8729 4.2074 1.5159 0.593 -1.570 -0.421
H 3.3952 3.3118 1.0142 -1.745 -0.473 0.199
H 2.1530 2.1389 -0.8600 -0.994 1.147 0.870
H 0.4808 2.5595 -0.2074 1.596 0.663 0.090
H 2.3435 5.0165 -0.5646 -1.136 -0.858 -0.859
H 3.4055 4.3226 -2.6268 -1.852 -0.366 0.124
H 2.0453 3.1341 -3.0914 0.220 1.306 0.766
H 1.7764 4.9581 -3.2731 0.910 -1.238 0.806
H -0.5777 4.2418 -1.6042 0.840 1.038 0.687
H 0.1279 5.9217 -1.8866 0.137 -1.292 1.262
H -0.1231 5.3000 -0.1111 0.153 -0.371 -1.643
H -2.3996 -3.5619 -0.9340 1.299 0.964 0.877
H -2.2597 -2.6684 -3.1673 0.841 1.701 0.071
H -1.2255 -1.1774 -3.7811 -1.231 -0.546 1.106
H -4.4107 -0.1763 -1.1703 0.399 -0.680 -0.739
H 0.4302 -0.1317 -3.0842 -0.027 0.276 0.813
H -0.2894 0.9667 -2.0431 0.806 -0.356 -0.339
H 3.9841 0.2648 0.1715 -1.002 -1.258 0.862
H 4.5308 -2.1095 -0.4825 -1.816 0.597 0.332
H 2.8032 -2.6906 -0.3301 0.563 1.476 -0.089
H 2.5353 -1.8250 -2.6847 0.780 1.058 0.914
H 4.2842 -1.2384 -2.5826 -1.514 -0.038 0.716
H 2.9842 -0.1018 -1.9679 -0.013 -1.575 -0.588
O -3.4740 -2.6044 -8.8645 -0.504 0.341 0.758
C -4.0991 -2.1582 -7.9461 0.609 -0.380 -0.909
O -5.2539 -2.6981 -7.4671 0.429 0.231 -0.214
C -5.5574 -2.0260 -6.2521 -0.553 -0.207 0.495
C -4.8437 -0.7173 -6.4025 -0.134 0.816 0.532
O -3.7474 -1.0449 -7.2461 -0.099 -0.561 -0.249
H -6.6351 -1.9027 -6.1352 0.094 -0.149 -0.147
H -5.1746 -2.6182 -5.4154 0.004 0.029 -0.041
H -5.4582 0.0398 -6.8989 0.019 -0.088 -0.024
H -4.4947 -0.3205 -5.4485 0.132 -0.011 -0.221
```
Forces are in eV/Å.



Q: Number 2 is which compound?
A: C30H36F4N2O7S2



Q: What is the formula in the second record?
A: C30H36F4N2O7S2



Q: What is the frontier orbital gap in the first record?
A: 5.53 eV